{
  "formula": "C36H85Cl2CuO32P5",
  "method": "the ωB97M-V functional and the def2-TZVPD basis",
  "elements": ["Cu", "Cl", "Cl", "P", "P", "P", "P", "P", "O", "O", "O", "O", "O", "O", "O", "O", "O", "O", "O", "O", "O", "O", "O", "O", "O", "O", "O", "O", "O", "O", "O", "O", "O", "O", "O", "O", "O", "O", "O", "O", "C", "C", "C", "C", "C", "C", "C", "C", "C", "C", "C", "C", "C", "C", "C", "C", "C", "C", "C", "C", "C", "C", "C", "C", "C", "C", "C", "C", "C", "C", "C", "C", "C", "C", "C", "C", "H", "H", "H", "H", "H", "H", "H", "H", "H", "H", "H", "H", "H", "H", "H", "H", "H", "H", "H", "H", "H", "H", "H", "H", "H", "H", "H", "H", "H", "H", "H", "H", "H", "H", "H", "H", "H", "H", "H", "H", "H", "H", "H", "H", "H", "H", "H", "H", "H", "H", "H", "H", "H", "H", "H", "H", "H", "H", "H", "H", "H", "H", "H", "H", "H", "H", "H", "H", "H", "H", "H", "H", "H", "H", "H", "H", "H", "H", "H", "H", "H", "H", "H", "H", "H"],
  "xyz": [[-0.399, -0.434, -0.607], [-0.464, 6.332, 0.754], [0.795, 5.022, 3.063], [-3.986, 0.468, -1.423], [2.985, -1.869, -0.465], [-1.671, -3.866, -0.697], [-5.183, -3.610, 3.348], [5.011, 1.808, 3.709], [0.619, 0.876, -2.096], [-0.260, 1.273, 0.913], [3.908, -2.003, 0.850], [5.196, -2.250, -5.693], [-1.970, 5.713, -2.308], [-4.877, -0.883, -1.232], [-5.249, -1.955, 3.174], [5.270, 3.091, 2.697], [-0.889, -4.660, 0.507], [3.290, -3.280, -1.210], [3.000, -2.666, -6.022], [3.402, 1.731, 3.809], [5.734, 1.898, 5.000], [-3.211, -4.327, -0.483], [-0.531, -0.683, -2.906], [-1.293, -2.796, 5.385], [-3.971, -4.042, 4.151], [-0.942, 6.144, -4.411], [-5.206, -4.214, 1.853], [5.332, 0.550, 2.783], [-1.194, -4.744, -2.006], [-1.373, -2.410, -0.795], [1.537, -1.493, -0.189], [0.239, -1.871, 6.733], [-1.052, -0.603, 1.523], [-6.604, -3.988, 4.037], [3.910, -0.914, -1.377], [-2.567, 0.235, -0.995], [3.769, 3.981, -0.448], [-4.781, 1.571, -0.542], [-4.286, 0.958, -2.943], [3.281, 5.931, -1.543], [-6.807, -5.342, 4.386], [-0.796, -4.094, 1.854], [-1.144, -4.128, -3.254], [-1.621, 3.319, -2.503], [-3.566, -5.666, -0.307], [3.269, -2.416, 2.060], [0.604, -2.083, 9.083], [2.826, -3.662, -2.519], [-2.601, 4.465, -2.689], [4.585, 6.468, -1.447], [-0.367, 4.834, 1.756], [-6.172, -1.053, -1.825], [0.211, 0.938, -4.486], [1.708, 4.254, -1.622], [0.647, -1.902, 4.376], [0.104, 0.343, -3.119], [-1.084, 1.043, 3.218], [6.698, 0.104, 2.660], [-4.440, -1.210, 2.281], [3.629, -0.631, -4.744], [4.022, -1.914, -5.559], [4.899, 4.367, 3.126], [4.616, 7.752, -2.311], [3.120, -3.940, -6.543], [3.939, 0.525, -1.233], [2.470, 1.791, 2.748], [-0.710, 7.691, -2.694], [-0.370, -2.177, 7.920], [-3.745, 0.122, -3.938], [-0.237, -2.216, 5.524], [-0.843, 0.567, 1.799], [-6.146, -3.776, 0.929], [-4.032, 2.518, 0.208], [1.852, -4.644, -6.240], [-1.257, 6.423, -3.256], [3.036, 4.686, -1.073], [-1.392, 8.225, -2.032], [5.530, 8.293, -2.066], [-0.926, 3.164, -3.328], [2.146, -4.512, -2.465], [-2.875, -0.471, -3.658], [1.013, 1.671, -4.397], [-6.294, -2.120, -2.009], [-6.951, -5.464, 5.459], [-1.577, 0.247, 3.775], [3.930, -4.420, -5.992], [1.560, -4.609, -5.190], [0.220, 7.408, -2.201], [-0.827, -3.160, 7.810], [-1.078, -1.383, 8.159], [5.752, 5.044, 3.161], [-1.515, -3.286, 1.985], [-5.051, -0.676, 1.553], [7.455, 0.838, 2.933], [1.991, -5.665, -6.595], [-7.103, -3.569, 1.407], [2.331, -2.851, -3.053], [1.302, -1.083, 4.673], [2.967, 2.001, 1.801], [-0.134, 1.278, 3.697], [3.777, -3.264, 2.520], [-5.757, -2.880, 0.446], [0.196, -1.747, 3.395], [-0.027, 4.110, 1.015], [3.480, -3.945, -7.572], [-3.085, 2.835, -0.230], [-3.434, 4.188, -2.042], [4.834, 6.693, -0.410], [0.046, -2.253, 10.004], [-0.452, 8.321, -3.545], [-5.938, -5.953, 4.141], [0.896, 4.815, -1.159], [-6.299, -0.564, -2.791], [3.763, -3.835, -3.048], [4.193, -0.488, -3.822], [-4.744, 3.341, 0.149], [-3.816, -5.962, 0.712], [2.235, -2.756, 2.011], [-7.630, -5.781, 3.822], [-1.682, 1.950, 3.306], [5.384, 5.822, -1.810], [-2.849, -6.362, -0.743], [0.492, 0.106, -5.133], [3.273, -1.619, 2.804], [0.201, -3.752, 2.131], [-3.898, 2.176, 1.235], [3.034, 0.787, -0.684], [-3.339, 0.752, -4.729], [4.576, 7.511, -3.373], [3.835, 0.197, -5.422], [-1.326, 4.521, 2.169], [3.820, 1.061, -2.175], [-3.829, -0.471, 2.800], [1.040, -4.153, -6.775], [-0.766, 1.337, -4.758], [1.211, -1.177, 9.109], [-0.208, -3.581, -3.363], [6.898, -0.153, 1.619], [2.563, -0.602, -4.518], [-3.814, -1.822, 1.631], [1.276, -2.788, 4.299], [6.774, -0.740, 3.346], [4.256, 4.904, 2.430], [-0.940, 3.397, -1.656], [-3.041, 4.529, -3.684], [-4.511, -5.838, -0.823], [1.701, 4.335, -2.709], [1.847, 0.902, 2.647], [4.369, 4.322, 4.078], [3.805, 8.379, -1.941], [-2.021, -3.516, -3.463], [4.889, 0.874, -0.829], [-1.121, -4.908, -4.015], [-2.218, 2.408, -2.450], [-4.470, -0.611, -4.293], [1.294, -2.926, 9.094], [-1.047, -4.825, 2.622], [-6.990, -0.810, -1.147], [1.610, 3.193, -1.392], [1.767, 2.611, 2.893], [-6.172, -4.573, 0.186]],
  "forces_ev_per_angstrom": [[0.355, 1.155, 0.595], [-0.355, -0.219, 0.558], [-0.060, 0.015, 0.038], [0.127, -0.634, 1.124], [0.188, -0.058, -0.522], [1.347, -1.192, 0.723], [2.844, 1.151, 1.782], [-0.549, 1.161, -0.434], [0.685, 1.074, 0.722], [-0.400, 0.696, 0.156], [-1.511, -0.158, -0.669], [-1.909, 0.497, -0.001], [-0.183, 0.386, -1.450], [0.579, 1.286, -0.474], [-1.171, -2.458, 0.566], [0.023, -2.307, 0.300], [-0.394, 0.825, -1.001], [-1.028, 1.229, 1.231], [-0.820, 3.244, 0.907], [1.303, -0.201, 1.051], [-1.010, -0.195, -1.366], [1.338, 2.105, -0.209], [-1.606, -2.345, -0.994], [0.455, 0.261, 0.257], [-2.772, 0.424, -2.117], [-1.544, -0.926, 2.104], [0.967, -0.146, 2.296], [0.244, 0.990, 0.072], [-0.654, 0.266, 3.022], [-1.094, -1.940, 0.080], [2.582, -0.626, -0.682], [2.451, 1.146, -2.228], [-1.082, -3.230, -0.796], [0.881, 1.455, -1.085], [-0.734, -0.375, 0.102], [-2.399, 0.633, -0.904], [0.839, 0.256, 0.522], [1.041, -2.035, -1.620], [0.263, -0.154, 2.213], [0.304, -0.407, 0.152], [0.473, -1.266, 0.040], [-0.683, 0.193, 0.291], [0.334, 0.280, -1.474], [0.252, -0.423, -0.985], [-0.810, -1.671, -0.296], [-0.191, -0.382, 1.419], [0.482, -1.358, -0.020], [0.528, 0.789, -0.108], [0.912, -0.549, 0.048], [0.952, 1.219, -0.347], [0.206, 0.040, -0.993], [-0.273, -0.801, -0.100], [0.668, -0.354, 0.641], [0.030, -0.907, 0.456], [1.316, 0.227, 0.471], [-0.041, 0.163, 1.462], [-0.244, 0.093, 0.076], [0.060, -0.235, 0.212], [0.357, 0.035, -1.078], [-0.466, -0.899, -1.336], [2.100, -0.578, 0.934], [-0.365, 1.413, 0.377], [0.002, -0.592, 1.364], [2.047, -0.963, 0.841], [-0.873, 0.264, 0.186], [-0.301, 0.564, -1.137], [-0.061, 0.331, 0.021], [-0.864, 0.133, 1.545], [1.067, -0.832, -1.300], [-2.324, -0.878, 0.172], [1.819, 1.909, -0.470], [-0.260, 0.381, -0.989], [-0.774, 1.104, 0.185], [-0.768, -0.246, -0.877], [0.595, -0.211, -1.068], [-0.950, 0.178, -1.436], [0.174, -0.218, 0.175], [0.156, -0.063, -0.263], [-0.145, 0.320, -0.292], [0.298, -0.066, 0.144], [0.143, 0.109, 0.780], [-0.286, 0.280, -0.638], [0.264, -0.088, -0.040], [-0.216, 0.340, -0.079], [0.043, 0.041, 0.015], [0.250, -0.235, 0.027], [0.439, -0.147, 0.074], [0.002, 0.224, 0.338], [-0.330, 0.103, 0.434], [-0.759, -0.300, -0.395], [0.375, -0.363, 0.530], [0.186, 0.174, -0.099], [-0.483, 0.134, 0.257], [-0.345, 0.285, 0.226], [-0.476, -0.144, 0.169], [-0.171, -0.151, -0.245], [-0.196, 0.195, 0.225], [0.107, 0.102, -0.326], [0.055, -0.182, -0.113], [0.072, -0.098, -0.077], [0.522, 0.045, -0.369], [-0.197, 0.147, -0.104], [-0.485, 0.118, 0.435], [0.120, -0.313, 0.555], [-0.547, 0.138, -0.251], [0.015, -0.411, -0.080], [-0.061, 1.108, 0.437], [-0.157, 0.054, 0.104], [-0.125, 0.537, 0.081], [-0.012, -0.014, 0.147], [0.205, 0.062, -0.002], [-0.032, 0.113, -0.251], [0.176, 0.336, 0.214], [-0.293, -0.565, -0.284], [0.198, -0.483, -0.328], [0.482, 0.493, 0.662], [0.657, 0.507, 0.297], [-0.094, 0.285, -0.843], [-0.244, 0.358, 0.104], [-0.069, 0.034, -0.303], [-0.377, -0.619, -0.008], [0.162, 0.116, 0.125], [-0.107, 0.277, -0.351], [0.219, 0.289, -0.281], [0.085, 0.106, -0.800], [0.059, -0.022, -0.086], [0.390, 0.477, 0.440], [-0.556, 0.049, -0.204], [-0.219, 0.225, 0.125], [0.060, 0.156, 0.091], [0.068, 0.470, -0.132], [-0.021, -0.636, -0.417], [0.006, -0.344, 0.265], [-0.159, -0.239, -0.190], [0.258, 0.156, -0.181], [-0.392, 0.125, -0.016], [-0.259, 0.467, 0.042], [-0.326, -0.269, 0.122], [0.056, -0.153, -0.012], [0.365, -0.256, 0.371], [0.283, -0.081, -0.119], [0.339, -0.128, -0.338], [-0.402, -0.682, -0.420], [-0.575, 0.097, 0.417], [0.414, 0.076, -0.181], [0.015, 0.202, -0.390], [-0.119, 0.376, 0.066], [0.491, -0.355, 0.210], [0.209, 0.217, 0.166], [-0.189, 0.101, -0.568], [0.176, 0.291, 0.121], [-0.241, -0.341, 0.500], [-0.092, -0.224, 0.130], [0.297, -0.169, 0.248], [-0.302, 0.359, -0.218], [0.277, -0.024, -0.312], [-0.223, -0.441, -0.502], [0.254, 0.536, 0.132], [-0.300, -0.006, 0.088], [0.231, 0.039, 0.338], [-0.569, 0.159, -0.062]],
  "total_energy_ha": -8098.46989,
  "spin_multiplicity": 2,
  "homo_lumo_gap_ev": [9.3784, 7.8869],
  "e_homo_ha": [-0.3349, -0.3301],
  "lumo_energy_ev": [0.265, -1.097]
}